(1)
The following is a quantum chemistry calculation of a 2-piece molecular cluster, C5H12NO overall in a non-equilibrium geometry, from the Open Molecules 2025 dataset.

Element x y z (Å)
1 C -2.31768 1.30221 1.18341
2 C -1.81010 1.15369 -0.27312
3 C -0.74051 0.09757 -0.29619
4 C 0.36537 0.33309 -1.00866
5 N 1.60823 -0.26323 -0.66944
6 C 2.68300 -0.23706 -1.40321
7 H -2.54241 2.33707 1.43933
8 H -3.22962 0.75676 1.41660
9 H -1.55915 0.99717 1.90672
10 H -2.71484 1.06594 -0.87196
11 H -1.30555 2.08909 -0.49220
12 H -0.81885 -0.72187 0.40868
13 H 0.47569 1.24390 -1.58564
14 H 1.63710 -0.90369 0.12876
15 H 3.06924 -1.15960 -1.83000
16 H 2.81855 0.69650 -1.94702
17 H 1.36889 -2.34901 1.84834
18 H 1.32973 -3.66606 0.99845
19 O 1.68290 -2.77245 1.04714

Calculated values
Kohn-Sham gap, hartree: 0.2917
Charge: +1

(2)
The following is a quantum chemistry calculation of a 2-piece molecular cluster, C5H12NO overall in a non-equilibrium geometry, from the Open Molecules 2025 dataset.

Element x y z (Å)
1 C 1.01641 -1.15218 2.05704
2 C -0.19677 -0.24280 1.57786
3 C 0.12270 0.12890 0.16797
4 C 1.05472 1.05232 -0.24514
5 C -0.52401 -0.66504 -2.04143
6 N -0.55686 -0.77849 -0.76100
7 H 1.85965 -0.81294 1.46377
8 H 1.10597 -0.88896 3.09049
9 H 0.93845 -2.22699 1.86679
10 H -1.17609 -0.63054 1.83799
11 H 0.00078 0.68980 2.10337
12 H 1.63242 1.66598 0.42802
13 H 1.31933 1.12663 -1.30296
14 H -0.95171 -1.48890 -2.60628
15 H 0.09899 0.05950 -2.58929
16 H -1.06582 -1.57649 -0.38339
17 H -2.33834 1.64097 -1.58433
18 H -0.97514 2.48964 -1.57088
19 O -1.36469 1.60960 -1.50860

Calculated values
Kohn-Sham gap (spin up / spin down), hartree: 0.3592 / 0.2735
Spin multiplicity: 2
Charge: +2

(3)
The following is a quantum chemistry calculation of an isolated ion of composition C5H12NO2 and charge -1 in a non-equilibrium geometry, from the Open Molecules 2025 dataset.

Element x y z (Å)
1 C 0.91213 2.10801 -1.00765
2 C 1.31365 1.32366 0.25507
3 N 1.15719 -0.15425 0.22810
4 C -0.29755 -0.47452 0.19487
5 C -0.94264 -0.82727 1.54049
6 O -2.26403 -1.08262 1.37975
7 C -0.55256 -1.71050 -0.69672
8 O -1.90344 -1.75934 -1.08139
9 H 1.32845 1.54452 -1.84001
10 H 1.33294 3.10324 -0.82638
11 H -0.14733 2.32560 -1.11618
12 H 2.36588 1.54199 0.45052
13 H 0.73877 1.59582 1.14260
14 H 1.47546 -0.44223 -0.69699
15 H -0.95326 0.30161 -0.20804
16 H -0.32041 -1.62730 2.01040
17 H -0.69468 0.04985 2.19972
18 H 0.05280 -1.69060 -1.62024
19 H -0.26560 -2.57624 -0.09924
20 H -2.33578 -1.54943 -0.20868

Calculated values
Kohn-Sham gap, hartree: 0.2469
Structure (SMILES): CCN[C@H](C[O-])CO
Charge: -1

(4)
The following is a quantum chemistry calculation of an isolated ion of composition C5H12NO2 and charge -1 in a non-equilibrium geometry, from the Open Molecules 2025 dataset.

Element x y z (Å)
1 C -0.59594 -2.39864 0.15575
2 N -1.43980 -1.21468 -0.03119
3 C -0.64656 0.07327 -0.10451
4 C -0.17954 0.33426 -1.60948
5 O -0.19830 1.69203 -1.81681
6 C 0.43997 0.31350 0.95594
7 C 1.09622 1.70173 1.28757
8 O 1.44237 2.49579 0.17377
9 H -0.72551 -2.78776 1.19198
10 H -1.04685 -3.22030 -0.40953
11 H 0.44834 -2.21784 -0.05078
12 H -1.83096 -1.27416 -0.96105
13 H -1.41508 0.85088 -0.04739
14 H 0.75047 -0.21272 -1.84032
15 H -0.96949 -0.02492 -2.30594
16 H 0.25748 -0.20768 1.91067
17 H 1.35147 -0.10060 0.44394
18 H 0.38879 2.26277 1.90546
19 H 2.06895 1.61074 1.77520
20 H 0.80400 2.32434 -0.62331

Calculated values
Kohn-Sham gap, hartree: 0.2562
Structure (SMILES): CN[C@H](C[O-])CCO
Charge: -1

(5)
The following is a quantum chemistry calculation of one molecule with the formula C5H12NO2, from the Open Molecules 2025 dataset.

Element x y z (Å)
1 C 1.48261 -2.12315 0.46451
2 N 0.62206 -1.30387 -0.40847
3 C 0.11380 -0.12396 0.27088
4 C -1.41284 0.02124 0.08826
5 C -2.07257 1.00482 1.02531
6 O -1.78606 0.31819 -1.25989
7 C 0.85197 1.17618 -0.27859
8 O 2.13010 1.01200 0.03448
9 H 0.88605 -2.52054 1.27516
10 H 1.90203 -2.93151 -0.12781
11 H 2.31982 -1.54118 0.83124
12 H 1.20546 -0.99326 -1.18241
13 H 0.38103 -0.10604 1.32182
14 H -1.79605 -0.98160 0.23541
15 H -1.60447 1.98097 0.95670
16 H -3.09972 1.08864 0.71525
17 H -2.00402 0.62799 2.05098
18 H -1.07116 0.71650 -1.78227
19 H 0.33335 2.05533 0.13080
20 H 0.67179 1.18344 -1.34994

Calculated values
Kohn-Sham gap (spin up / spin down), hartree: 0.3732 / 0.2800
Spin multiplicity: 2
Charge: 0

(6)
The following is a quantum chemistry calculation of an isolated ion of composition C5H12NO2 and charge +1 in a non-equilibrium geometry, from the Open Molecules 2025 dataset.

Element x y z (Å)
1 C 2.88977 0.71232 0.50692
2 C 1.67363 0.67271 -0.40224
3 N 1.27355 2.12424 -0.67092
4 C 0.53510 -0.02345 0.29731
5 C -0.77150 -0.14574 -0.51485
6 C -1.77988 -1.02282 0.17392
7 O -2.16625 -0.78861 1.28690
8 O -2.20046 -2.02468 -0.58844
9 H 3.21569 -0.32294 0.58481
10 H 2.63747 1.06174 1.50806
11 H 3.69613 1.34801 0.12459
12 H 1.90330 0.19110 -1.34419
13 H 1.85006 2.48996 -1.42766
14 H 0.28892 2.23334 -0.91826
15 H 1.42235 2.67598 0.17742
16 H 0.23589 0.43375 1.24814
17 H 0.83266 -1.05147 0.52994
18 H -1.25935 0.83570 -0.59341
19 H -0.60021 -0.44248 -1.55064
20 H -3.04908 -2.45308 -0.41775

Calculated values
Kohn-Sham gap, hartree: 0.3721
Structure (SMILES): C[C@H]([NH3+])CCC(=O)O
Charge: +1

(7)
The following is a quantum chemistry calculation of a 2-piece molecular cluster, C5H12NO2 overall in a non-equilibrium geometry, from the Open Molecules 2025 dataset.

Element x y z (Å)
1 O -1.43190 -1.87894 1.50833
2 C -2.26157 -1.89600 0.63268
3 C -3.10254 -0.68669 0.24686
4 C -2.23118 0.40381 -0.44943
5 C -1.05924 0.67428 0.45552
6 C 0.16706 0.28502 0.19087
7 N 1.17140 0.29039 1.29110
8 H -2.47470 -2.83358 0.08681
9 H -3.86360 -1.02675 -0.44580
10 H -3.53547 -0.30714 1.17060
11 H -1.88737 0.01174 -1.40038
12 H -2.80757 1.32422 -0.45885
13 H -1.30670 0.96739 1.47230
14 H 0.57481 -0.17573 -0.69602
15 H 2.09996 0.53822 0.94265
16 H 1.15485 -0.62570 1.75236
17 H 1.00769 0.98218 2.02848
18 H 6.00851 1.68815 -2.50626
19 H 6.18483 1.88770 -4.00464
20 O 6.52925 2.17254 -3.15262

Calculated values
Kohn-Sham gap, hartree: 0.3627
Charge: +1

(8)
The following is a quantum chemistry calculation of a 2-piece molecular cluster, C5H12NO2 overall in a non-equilibrium geometry, from the Open Molecules 2025 dataset.

Element x y z (Å)
1 O 1.71526 -0.52081 -1.99048
2 C 0.50126 -0.77208 -1.37011
3 C 0.72756 -1.53645 -0.02344
4 C -0.18882 -1.16279 1.15964
5 C -0.60316 0.27054 1.08161
6 C -1.80209 0.77391 0.62168
7 N 0.47142 1.13346 1.26291
8 H -0.04164 -1.44346 -2.01147
9 H 1.73145 -1.40741 0.34686
10 H 0.52983 -2.59399 -0.19192
11 H -1.04044 -1.84340 1.23034
12 H 0.31693 -1.27217 2.12524
13 H -1.84383 1.79349 0.26666
14 H -2.76996 0.26928 0.59874
15 H 0.76910 1.39535 2.18495
16 H 0.52613 1.84146 0.49602
17 H 0.11694 0.25435 -1.05632
18 H -0.56363 2.65356 -1.50655
19 H 1.92209 0.40725 -2.09797
20 O -0.47441 1.75991 -1.12640

Calculated values
Kohn-Sham gap, hartree: 0.1873
Charge: +1

Number 8 is which compound? C5H12NO2